Entry 1:
Computed, not measured: 3 unconnected molecules or ions with the total composition C5H15NO4 in a non-equilibrium geometry, with ωB97M-V/def2-TZVPD.

Results
Total energy = -555.16029 Eh
Orbital gap = 10.307 eV
HOMO level = -9.66 eV
SMILES string = CC(=O)N[C@H](C)CO.O.O
Molar mass = 153.18 g/mol
Energy above the lowest of the compared OMol25 structures with the same formula, charge and spin = 2.454 eV

Geometry (Å):
O1 1.72159 -0.68750 -2.25529
H1 -2.34962 1.40792 2.11289
C1 -2.38242 0.67099 1.26129
H2 2.59624 0.11742 -0.57192
H3 -1.56631 -1.00413 -1.41217
H4 -2.70763 -0.35843 1.47023
H5 1.14749 1.06669 -1.13113
H6 2.35243 -0.21542 -2.85607
C2 0.69800 -0.93055 -0.19154
H7 -0.52264 -0.95872 1.52521
H8 -0.65617 -1.79838 -2.23777
H9 -0.02542 3.79885 0.40726
H10 1.41707 -1.61646 1.82675
C3 1.58378 0.04854 -1.04977
H11 -1.08129 3.21957 1.17746
H12 1.75065 -2.74177 0.74624
H13 2.67656 -1.38364 0.52685
O2 -1.60245 -1.73269 -2.05529
H14 -2.95724 0.98618 0.35524
C4 1.67428 -1.65124 0.76506
O3 -0.13088 3.43413 1.30200
C5 -0.99478 0.79265 0.58132
O4 -0.72969 1.64060 -0.24952
N1 -0.27640 -0.34325 0.76657
H15 0.36483 -1.76136 -0.81389

Atomic partial charges in e from the natural (NBO) method, atoms 1 to 4:
1 O -0.7409
2 H 0.2380
3 C -0.7360
4 H 0.1557

Entry 2:
Computed, not measured: CH4N2O2 in the gas phase in a non-equilibrium geometry, with ωB97M-V/def2-TZVPD.

Results
Total energy = -300.38240 Eh
Orbital gap = 10.246 eV
HOMO level = -9.81 eV
SMILES string = NC(=O)NO
Molar mass = 76.05 g/mol
Energy above the lowest of the compared OMol25 structures with the same formula, charge and spin = 2.864 eV

Geometry (Å):
H1 1.16141 1.33180 0.51313
O1 -0.25816 1.60750 -1.11247
N1 -0.61903 -0.61691 -0.71177
C1 -0.09466 0.57231 -0.58530
N2 0.88444 0.29561 0.35756
O2 0.53796 -0.72285 1.29795
H2 0.06720 -0.20815 2.16754
H3 -1.54809 -0.78489 -1.44571
H4 -0.13107 -1.47441 -0.48092

Atomic partial charges in e from the natural (NBO) method, atoms 1 to 4:
1 H 0.3792
2 O -0.6117
3 N -0.8217
4 C 0.7267

Entry 3:
Computed, not measured: 2 unconnected molecules or ions with the total composition C7H15N3O in a non-equilibrium geometry, with ωB97M-V/def2-TZVPD.

Results
Charge = +2
Total energy = -514.54353 Eh
Orbital gap = 9.336 eV
HOMO level = -17.52 eV
Molar mass = 157.22 g/mol
Energy above the lowest of the compared OMol25 structures with the same formula, charge and spin = 1.834 eV

Geometry (Å):
H1 2.92228 -1.50838 0.68562
H2 -2.79672 1.74011 2.21108
H3 -2.56472 -1.35774 -2.12836
H4 -0.35156 -2.46617 1.13798
N1 0.10298 -0.45719 -0.32675
C1 2.26501 -0.67559 0.86450
H5 2.56185 1.44485 -1.95235
H6 0.24641 1.63629 -0.22626
H7 2.53244 1.43333 0.61288
H8 -2.97422 1.53522 -0.03966
N2 2.72643 0.57684 0.21555
H9 2.31489 -0.35528 -1.65655
H10 -2.54945 0.40760 -2.18623
O1 0.52497 -2.12838 1.23732
C2 -2.62865 0.65060 0.49414
C3 2.11790 0.63555 -1.15367
C4 -2.41404 -0.50026 -0.36411
C5 -2.42092 0.78182 1.79602
C6 0.83454 -1.04725 0.53364
H11 3.73119 0.63117 0.16531
N3 -2.43898 -0.45379 -1.72027
H12 -2.21209 -1.39046 0.23854
H13 2.07217 -0.66309 1.92992
C7 0.55663 0.74678 -0.93039
H14 -2.14094 -0.01916 2.43494
H15 -0.01740 0.80258 -1.87285

Atomic partial charges in e from the natural (NBO) method, atoms 1 to 4:
1 H 0.2848
2 H 0.2562
3 H 0.4444
4 H 0.5130

Entry 4:
Computed, not measured: a molecular structure, C7H13NO in a non-equilibrium geometry, with ωB97M-V/def2-TZVPD.

Results
Total energy = -404.40212 Eh
Orbital gap = 9.491 eV
HOMO level = -8.62 eV
Molar mass = 127.19 g/mol
Energy above the lowest of the compared OMol25 structures with the same formula, charge and spin = 3.411 eV

Geometry (Å):
C1 0.94931 -0.91996 0.14813
H1 2.23757 -1.79095 -1.31318
C2 1.25603 -1.96370 -0.86361
H2 0.84799 2.08629 0.64287
C3 -0.55390 1.59700 -0.96152
H3 1.51489 -0.00615 0.00616
N1 -1.59456 0.06474 0.76867
H4 0.19686 1.39163 -1.72805
C4 -0.75077 -1.10446 0.69262
C5 -0.01187 2.51552 0.11987
H5 0.69896 -2.22107 1.91030
H6 1.27043 -2.96115 -0.41691
H7 -1.30398 -2.02471 0.52689
H8 0.48174 -1.94462 -1.64477
H9 -0.77014 2.75402 0.87233
O1 -1.85536 -0.37780 -1.59059
H10 0.66739 -0.43665 2.26970
C6 -1.35459 0.18626 -0.61025
C7 0.49175 -1.21969 1.53659
H11 -1.39912 2.09597 -1.44430
H12 0.27713 3.47704 -0.31591
H13 -1.29575 0.80244 1.39494

Atomic partial charges in e from the natural (NBO) method, atoms 1 to 4:
1 C -0.1885
2 H 0.2167
3 C -0.6411
4 H 0.1985

Entry 5:
Computed, not measured: 3 unconnected molecules or ions with the total composition C12H18BrF6NO6P in a non-equilibrium geometry, with ωB97M-V/def2-TZVPD.

Results
Charge = +1
Total energy = -4488.48360 Eh
Orbital gap = 7.202 eV
HOMO level = -12.66 eV
Molar mass = 497.14 g/mol

Geometry (Å):
H1 0.33427 3.02726 0.00660
F1 -1.10825 -2.92230 -1.78959
H2 -1.64886 1.99983 -1.13615
C1 1.00845 -2.82952 -2.91689
C2 -1.51504 3.08638 -1.10935
C3 3.55656 -4.32075 -3.85918
F2 -4.70825 4.80996 1.12331
H3 -1.91782 3.48419 -2.04743
O1 1.32732 -2.06102 -3.82033
O2 3.13826 -0.61015 1.69753
H4 3.93427 -4.70500 -2.90630
H5 -0.56678 1.87403 4.34153
Br1 -2.42669 -2.43249 1.65839
F3 -2.92534 4.75162 2.37804
H6 3.72566 -3.23856 -3.85371
C4 2.08496 -4.64588 -4.02225
H7 0.54256 2.97642 -1.76134
C5 -2.59155 4.90274 -0.00398
F4 -3.52126 6.61525 1.41849
O3 -2.27268 5.67124 -0.90743
H8 0.12566 4.49370 -0.94081
F5 0.07874 -1.11701 -1.49441
H9 4.14256 -4.75584 -4.67424
H10 -2.13952 0.52524 1.99552
N1 0.44671 0.56691 2.70910
H11 -0.75206 -1.83628 3.63581
O4 1.33368 -4.16210 -2.89685
H12 3.31149 -0.06077 2.53102
H13 1.95114 -5.73243 -4.04905
F6 0.67466 -2.98064 -0.53486
H14 1.75647 -1.76431 4.19358
O5 -2.26632 3.57016 0.01606
C6 0.17178 -2.46214 -1.69228
P1 1.75020 -1.65000 1.88425
C7 -0.60555 1.01017 3.51992
H15 -2.84545 0.02539 3.67305
H16 1.36182 1.07114 2.82339
C8 -0.04344 3.41151 -0.94627
C9 -1.08016 -1.32012 2.63236
H17 1.68218 -4.24806 -4.96033
C10 -3.42822 5.27012 1.22062
C11 -1.85727 0.06257 3.04725
O6 1.78918 -2.45876 3.44641
C12 0.12632 -0.58429 1.74151
H18 -0.13434 -0.30737 0.62932

Atomic partial charges in e from the natural (NBO) method, atoms 1 to 4:
1 H 0.1860
2 F -0.3035
3 H 0.1882
4 C 0.6787